[1]
This record from the Open Molecules 2025 dataset describes a molecular structure, C3H12N2O. The level of theory is ωB97M-V with the def2-TZVPD basis set.

Summary:
* ΔE to the lowest compared entry with this formula, charge and spin: 492.0 kJ/mol
* total charge: +1
* HOMO level (spin up / spin down): -15.1 / -15.1 eV
* orbital gap (spin up / spin down): 8.7 / 6.2 eV
* multiplicity: 2

Geometry (Å):
N: 0.759 0.889 -0.925
C: -0.351 0.034 0.459
C: -0.995 1.206 1.169
C: -1.175 -1.143 0.008
N: -0.403 -2.065 -0.918
H: 1.091 0.489 -1.819
H: 0.558 -0.430 0.867
H: -0.312 0.737 -0.700
H: -1.351 1.847 0.350
H: -0.325 1.775 1.793
H: -1.905 0.957 1.705
H: -1.602 -1.710 0.844
H: -2.109 -0.866 -0.467
H: 0.339 -1.438 -1.223
H: -0.949 -1.981 -1.779
H: 2.195 0.489 -0.084
H: 3.581 0.952 0.236
O: 2.956 0.253 0.483

---

[2]
This record from the Open Molecules 2025 dataset describes 3 unconnected molecules or ions with the total composition C3H12N2O2. The level of theory is ωB97M-V with the def2-TZVPD basis set.

Summary:
* ΔE to the lowest compared entry with this formula, charge and spin: 166.5 kJ/mol
* total charge: 0
* HOMO level: -8.6 eV
* orbital gap: 9.3 eV
* multiplicity: 1
* SMILES string: [H]/N=C/NCC.O.O

Geometry (Å):
C: -0.022 1.524 1.036
C: -0.485 1.777 -0.398
N: 0.419 1.121 -1.325
C: 0.197 -0.206 -1.633
N: 1.019 -1.103 -1.243
H: 1.029 1.785 1.118
H: -0.211 0.479 1.281
H: -0.581 2.086 1.789
H: -1.524 1.520 -0.595
H: -0.383 2.852 -0.535
H: 1.396 1.284 -1.143
H: -0.716 -0.548 -2.130
H: 0.622 -1.990 -0.974
H: 1.870 -0.814 0.928
H: 2.511 -1.309 2.240
O: 1.730 -0.911 1.887
H: -1.978 -3.194 -0.381
H: -2.619 -2.068 0.470
O: -2.275 -2.285 -0.392

---

[3]
This record from the Open Molecules 2025 dataset describes 2 unconnected molecules or ions with the total composition C3H12N2O2. The level of theory is ωB97M-V with the def2-TZVPD basis set.

Summary:
* ΔE to the lowest compared entry with this formula, charge and spin: 168.0 kJ/mol
* total charge: 0
* HOMO level: -8.7 eV
* orbital gap: 9.4 eV
* multiplicity: 1
* SMILES string: NC[C@H](N)CO.O

Geometry (Å):
N: 0.058 1.672 1.741
C: 0.144 0.687 0.685
C: 0.142 1.411 -0.738
O: 0.979 0.779 -1.700
C: -0.971 -0.314 0.905
N: -0.610 -1.684 0.398
H: -0.785 2.219 1.744
H: 0.839 2.364 1.641
H: 1.079 0.097 0.688
H: 0.582 2.300 -0.604
H: -0.879 1.501 -1.049
H: 0.880 -0.251 -1.716
H: -1.956 -0.032 0.437
H: -1.235 -0.411 1.988
H: -0.634 -2.420 1.086
H: -1.277 -1.954 -0.354
H: 0.486 -2.049 -1.361
H: 1.987 -2.156 -1.804
O: 1.172 -1.760 -1.988

---

[4]
This record from the Open Molecules 2025 dataset describes 3 unconnected molecules or ions with the total composition C3H12N2O2. The level of theory is ωB97M-V with the def2-TZVPD basis set.

Summary:
* ΔE to the lowest compared entry with this formula, charge and spin: 275.6 kJ/mol
* total charge: 0
* HOMO level: -8.0 eV
* orbital gap: 8.5 eV
* multiplicity: 1
* SMILES string: CC/N=C/N.O.O

Geometry (Å):
C: 0.718 -2.131 2.958
C: 0.619 -1.825 1.441
N: 0.642 0.712 -0.796
C: 0.872 0.326 0.496
N: 0.230 -0.461 1.233
H: 1.337 -1.443 3.526
H: -0.310 -2.091 3.330
H: 1.038 -3.174 3.097
H: 1.610 -1.944 0.945
H: -0.040 -2.521 0.902
H: -0.215 0.320 -1.159
H: 1.419 0.946 -1.381
H: 1.959 0.520 0.743
H: -2.032 1.464 -5.466
H: -1.051 2.491 -6.187
O: -1.470 1.653 -6.203
H: -1.803 2.722 1.557
H: -1.408 1.977 0.267
O: -2.115 2.461 0.696

---

[5]
This record from the Open Molecules 2025 dataset describes a molecular structure, C3H12N2O2. The level of theory is ωB97M-V with the def2-TZVPD basis set.

Summary:
* ΔE to the lowest compared entry with this formula, charge and spin: 533.2 kJ/mol
* total charge: 0
* HOMO level (spin up / spin down): -8.2 / -8.2 eV
* orbital gap (spin up / spin down): 8.0 / 8.0 eV
* multiplicity: 1

Geometry (Å):
C: 0.230 0.608 -1.862
N: -0.896 1.239 -2.479
N: 1.397 1.351 -2.152
O: 0.471 -0.692 -2.341
H: 0.356 -1.334 -1.630
H: -0.165 0.952 -0.605
H: 2.226 0.966 -1.720
H: 1.288 2.332 -1.937
H: -0.808 1.252 -3.490
H: -1.744 0.777 -2.175
C: -0.882 -0.908 2.156
C: 0.355 -1.057 3.000
O: -0.290 -0.023 0.034
H: -0.629 -0.063 1.212
H: -1.274 -1.808 1.695
H: -1.699 -0.372 2.643
H: 0.144 -1.643 3.900
H: 0.751 -0.096 3.339
H: 1.169 -1.481 2.412

---

[6]
This record from the Open Molecules 2025 dataset describes 3 unconnected molecules or ions with the total composition C3H12N2O2. The level of theory is ωB97M-V with the def2-TZVPD basis set.

Summary:
* ΔE to the lowest compared entry with this formula, charge and spin: 223.9 kJ/mol
* total charge: 0
* HOMO level: -8.8 eV
* orbital gap: 9.4 eV
* multiplicity: 1
* SMILES string: [H]/N=C\NCC.O.O

Geometry (Å):
C: 1.576 -1.203 -0.340
C: 0.841 -0.326 -1.350
N: -0.533 -0.084 -1.039
C: -0.890 1.239 -0.807
N: -1.990 1.600 -0.267
H: 0.914 -1.503 0.485
H: 2.520 -0.668 0.049
H: 1.920 -2.174 -0.740
H: 1.276 0.715 -1.396
H: 1.025 -0.600 -2.369
H: -1.144 -0.600 -0.394
H: -0.117 2.058 -0.892
H: -2.859 1.217 -0.632
H: -2.363 -0.651 1.627
H: -1.840 -1.990 2.246
O: -2.437 -1.567 1.591
H: 1.575 1.755 2.108
H: 0.809 1.268 0.902
O: 1.718 1.515 1.217

---

[7]
This record from the Open Molecules 2025 dataset describes 3 unconnected molecules or ions with the total composition C3H12N2O2. The level of theory is ωB97M-V with the def2-TZVPD basis set.

Summary:
* ΔE to the lowest compared entry with this formula, charge and spin: 202.2 kJ/mol
* total charge: 0
* HOMO level: -7.5 eV
* orbital gap: 8.4 eV
* multiplicity: 1
* SMILES string: C/C(N)=C/N.O.O

Geometry (Å):
C: -0.378 -1.313 0.324
C: -1.854 -1.564 0.099
C: -2.726 -1.288 1.077
N: -4.127 -1.298 0.840
N: -2.176 -1.586 -1.297
H: 0.230 -2.223 0.352
H: -0.385 -0.977 1.365
H: 0.203 -0.571 -0.198
H: -2.344 -0.881 2.000
H: -4.588 -1.347 1.729
H: -4.376 -1.758 -0.009
H: -3.156 -1.640 -1.523
H: -1.894 -0.706 -1.703
H: 2.313 5.375 -2.696
H: 2.119 6.617 -1.779
O: 2.695 5.875 -1.965
H: 7.054 0.037 1.830
H: 6.248 -0.466 0.629
O: 7.144 -0.283 0.927

---

[8]
This record from the Open Molecules 2025 dataset describes 3 unconnected molecules or ions with the total composition C3H12N2O2. The level of theory is ωB97M-V with the def2-TZVPD basis set.

Summary:
* ΔE to the lowest compared entry with this formula, charge and spin: 44.3 kJ/mol
* total charge: +1
* HOMO level (spin up / spin down): -13.8 / -14.3 eV
* orbital gap (spin up / spin down): 10.2 / 7.6 eV
* multiplicity: 2

Geometry (Å):
C: -0.385 1.241 2.031
C: 0.595 0.456 1.122
C: 1.491 1.012 0.271
N: 2.466 0.201 -0.295
N: 0.185 -0.842 0.965
H: -1.241 0.599 2.260
H: 0.160 1.515 2.982
H: -0.711 2.122 1.484
H: 1.575 2.088 0.083
H: 2.678 -0.661 0.170
H: 3.097 0.626 -0.936
H: -0.265 -1.288 1.757
H: 0.707 -1.480 0.378
H: -2.106 0.106 -0.764
H: -2.582 -0.283 -1.943
O: -2.445 0.596 -1.530
H: -0.813 -1.412 -1.162
H: -0.525 -2.547 -2.262
O: -1.176 -1.982 -1.843

---

[9]
This record from the Open Molecules 2025 dataset describes 2 unconnected molecules or ions with the total composition C3H12N2O3. The level of theory is ωB97M-V with the def2-TZVPD basis set.

Summary:
* ΔE to the lowest compared entry with this formula, charge and spin: 699.0 kJ/mol
* total charge: 0
* HOMO level: -8.1 eV
* orbital gap: 8.8 eV
* multiplicity: 1
* SMILES string: CN(C)O.CN(O)O

Geometry (Å):
C: 2.822 0.109 1.286
N: 1.950 -0.982 0.904
O: 2.599 -1.685 -0.139
O: -0.814 0.290 -1.934
H: 2.287 -2.595 -0.061
H: 0.117 0.071 -1.745
H: 2.301 0.692 2.042
H: 3.072 0.744 0.432
H: 3.741 -0.306 1.702
C: -1.694 1.680 -0.263
C: -2.471 -0.613 -0.553
N: -1.363 0.316 -0.623
O: 0.635 -0.226 0.218
H: 0.363 -1.000 0.810
H: -2.062 1.685 0.762
H: -3.293 -0.324 -1.221
H: -2.455 2.108 -0.926
H: -0.783 2.271 -0.323
H: -2.842 -0.636 0.472
H: -2.109 -1.598 -0.842

---

[10]
This record from the Open Molecules 2025 dataset describes 3 unconnected molecules or ions with the total composition C3H12N2O3. The level of theory is ωB97M-V with the def2-TZVPD basis set.

Summary:
* ΔE to the lowest compared entry with this formula, charge and spin: 774.0 kJ/mol
* total charge: +1
* HOMO level (spin up / spin down): -13.9 / -14.9 eV
* orbital gap (spin up / spin down): 4.0 / 5.9 eV
* multiplicity: 2

Geometry (Å):
N: -0.896 -0.018 -1.090
C: -1.082 -0.622 0.230
C: -1.039 -2.205 0.099
C: 0.036 -0.370 1.369
N: 1.335 -0.559 0.648
O: -0.051 -1.204 2.458
H: -1.191 0.901 -1.047
H: 0.152 0.061 -1.425
H: -2.017 -0.261 0.656
H: -1.710 -2.352 -0.723
H: -0.043 -2.507 -0.198
H: -1.307 -2.641 1.074
H: 2.079 -0.696 1.406
H: 1.599 0.252 -0.057
H: 1.609 1.570 -2.412
H: 0.784 2.209 -0.620
O: 1.461 1.281 -1.495
H: 0.161 0.750 1.572
H: 0.128 3.682 -0.288
O: -0.008 2.729 -0.156

---

[11]
This record from the Open Molecules 2025 dataset describes 2 unconnected molecules or ions with the total composition C3H12N2OS. The level of theory is ωB97M-V with the def2-TZVPD basis set.

Summary:
* ΔE to the lowest compared entry with this formula, charge and spin: 65.4 kJ/mol
* total charge: 0
* HOMO level: -8.7 eV
* orbital gap: 9.6 eV
* multiplicity: 1
* SMILES string: NCNCCS.O

Geometry (Å):
C: -0.043 -0.785 -0.951
C: 1.303 -1.299 -0.459
S: 2.485 0.070 -0.171
N: -1.048 -0.800 0.114
C: -2.363 -0.290 -0.355
N: -2.615 1.041 -0.029
H: 0.037 0.266 -1.257
H: -0.370 -1.293 -1.873
H: 1.767 -1.935 -1.203
H: 1.204 -1.860 0.463
H: 2.223 0.213 1.130
H: -1.229 -1.755 0.410
H: -2.412 -0.454 -1.437
H: -3.130 -0.950 0.073
H: -2.507 1.810 -0.661
H: -2.800 1.286 0.925
H: -0.456 0.924 1.134
H: 0.043 1.507 2.480
O: 0.008 1.676 1.533

---

[12]
This record from the Open Molecules 2025 dataset describes 2 unconnected molecules or ions with the total composition C3H12N2OS. The level of theory is ωB97M-V with the def2-TZVPD basis set.

Summary:
* ΔE to the lowest compared entry with this formula, charge and spin: 151.6 kJ/mol
* total charge: 0
* HOMO level: -8.4 eV
* orbital gap: 9.0 eV
* multiplicity: 1
* SMILES string: NC[C@@H](N)CS.O

Geometry (Å):
N: -0.758 0.354 1.724
C: 0.122 0.288 0.601
C: -0.105 1.412 -0.436
S: -1.950 1.480 -0.736
C: 1.585 0.269 1.082
N: 2.029 -0.913 1.816
H: -0.845 1.207 2.258
H: -2.081 0.351 -1.460
H: -1.057 -0.389 2.326
H: 0.080 -0.700 0.157
H: 0.282 1.250 -1.444
H: -0.058 2.523 -0.392
H: 2.262 0.593 0.252
H: 1.691 1.167 1.719
H: 2.637 -1.536 1.264
H: 2.495 -0.699 2.681
H: -1.815 -2.504 -4.516
H: -2.069 -1.991 -3.016
O: -2.443 -2.161 -3.879